# 1
A cluster of 2 separate species, C15H16BNO in total in a non-equilibrium geometry. Source: the OMol25 dataset; level of theory: the ωB97M-V functional and the def2-TZVPD basis.

Values from the calculation:
relative energy (zero: lowest compared OMol25 entry of this formula, charge and spin) = 0.00 kcal per mole
HOMO energy = -0.2967 Eh
LUMO = -1.35 eV
HOMO-LUMO gap = 6.7 eV

The geometry in ORCA input format:
```
! wB97M-V def2-TZVPD RIJCOSX def2/J DEFGRID3
* xyz 0 1
C 5.0174 -1.1425 7.1683
O 4.4853 0.1749 6.9619
C 3.1495 0.4138 7.1242
C 2.7157 1.7274 6.8011
C 1.3621 1.9701 6.6493
C 0.3582 1.0194 6.9699
C -1.0986 1.4260 6.7850
C -2.3781 0.5686 7.0655
C -3.5901 1.2924 7.0601
C -4.8235 0.7187 7.3691
C -4.9092 -0.6547 7.6121
C -3.7448 -1.4258 7.5350
C -2.5127 -0.8367 7.1424
C 0.7979 -0.2776 7.2726
C 2.1644 -0.5868 7.3864
H 6.0906 -1.0216 7.0771
H 4.7739 -1.5110 8.1625
H 4.6639 -1.8316 6.4032
H 3.4770 2.4649 6.5300
H 1.0840 2.9620 6.2910
H -1.2406 2.4434 7.2197
H -1.1201 1.6596 5.6882
H -3.5769 2.3494 6.7811
H -5.7322 1.3144 7.2754
H -5.8818 -1.1391 7.6938
H -3.8155 -2.5207 7.6144
H -1.6991 -1.5218 6.8530
H 0.0862 -1.0900 7.4539
H 2.4847 -1.6326 7.5509
B -1.2716 0.0570 2.2983
C 0.2454 0.3455 2.2404
N 1.4098 0.5348 2.0391
H -1.6979 -0.9430 2.7654
H -2.0494 0.9528 2.2185
*
```

---

# 2
A structure of composition C14H26GaI2N2O3RhS3 in a non-equilibrium geometry. Source: the OMol25 dataset; level of theory: the ωB97M-V functional and the def2-TZVPD basis.

Values from the calculation:
HOMO energy (alpha / beta) = -0.7688 / -0.7689 Eh
LUMO (alpha / beta) = -14.65 / -16.65 eV
expectation value of S² = 6.052
HOMO-LUMO gap (alpha / beta) = 6.3 / 4.3 eV

The geometry in ORCA input format:
```
! wB97M-V def2-TZVPD RIJCOSX def2/J DEFGRID3
* xyz 4 5
I -0.4514 3.9465 -0.5318
I -0.0318 3.7500 -3.3225
Rh 0.4235 -0.0247 -3.2860
Ga -0.0894 -0.5605 -0.8082
S -1.4993 0.9278 -2.0435
S 1.5641 1.2195 -1.4781
C -0.9582 -0.6858 1.0683
C -3.1496 0.0897 -2.1069
C 3.3669 0.9426 -1.2016
C -3.7212 0.4560 -3.4712
C -3.0091 -1.4129 -1.9342
C -3.9710 0.6672 -0.9598
C 4.1189 1.5106 -2.3994
C 3.6254 -0.5412 -1.0193
C 3.7256 1.6946 0.0768
C -0.5723 -1.1170 -4.3867
C 1.9211 -0.7934 -4.0334
O -2.0067 -1.1876 1.4228
O -1.1176 -1.8508 -5.1009
O 2.7997 -1.3263 -4.5705
H -3.1263 0.0095 -4.2747
H -3.7264 1.5417 -3.6152
H -4.7481 0.0788 -3.5455
H -2.3596 -1.8406 -2.7034
H -4.0151 -1.8433 -2.0261
H -2.6119 -1.6636 -0.9404
H -3.5662 0.3423 0.0052
H -5.0010 0.2992 -1.0498
H -3.9833 1.7614 -0.9778
H 5.1962 1.4393 -2.2050
H 3.8527 2.5599 -2.5588
H 3.8924 0.9535 -3.3126
H 4.6979 -0.6690 -0.8187
H 3.3628 -1.1063 -1.9171
H 3.0480 -0.9285 -0.1717
H 4.8041 1.5969 0.2545
H 3.1856 1.2773 0.9340
H 3.4764 2.7571 -0.0030
C 1.2260 -1.4124 5.6699
N 0.7049 -1.4957 4.2987
C -0.1423 -0.5957 3.7586
S 0.2366 0.1502 2.1699
N -1.2402 -0.1711 4.3572
C -1.8278 -0.6919 5.5822
H 0.6742 -0.6715 6.2575
H 2.2899 -1.1506 5.6733
H 1.1398 -2.3905 6.1370
H 1.3773 -1.8694 3.6281
H -1.8066 0.4717 3.8034
H -1.7742 0.0640 6.3713
H -2.8858 -0.9000 5.4089
H -1.3177 -1.6071 5.8961
*
```

---

# 3
A structure of composition C3H29BO17S in a non-equilibrium geometry. Source: the OMol25 dataset; level of theory: the ωB97M-V functional and the def2-TZVPD basis.

Values from the calculation:
HOMO energy = -0.3603 Eh
LUMO = -0.58 eV
HOMO-LUMO gap = 9.2 eV

The geometry in ORCA input format:
```
! wB97M-V def2-TZVPD RIJCOSX def2/J DEFGRID3
* xyz 0 1
C -3.3363 -2.1354 1.3739
C -2.4462 -1.4433 0.9832
C -1.5097 -0.3864 0.5748
O -0.4334 -0.9783 -0.2360
S 0.5171 0.3129 -0.6175
O -0.0302 0.8085 -1.8706
O 2.0713 -0.2193 -0.8877
B 2.7839 0.7324 -1.6450
O 2.5825 2.0797 -1.4083
O 3.6488 0.3059 -2.6306
H -4.2479 -2.5081 1.8013
H -2.0549 0.4032 0.0279
H -1.0678 0.0813 1.4598
H 3.4245 2.5226 -1.5887
H 4.0319 1.1058 -3.0122
O 0.7638 0.6345 2.5292
H 1.5018 1.1340 2.8974
H 1.1695 -0.1883 2.2301
O -6.3680 -2.9032 2.0318
H -6.7858 -2.1493 2.4615
H -7.0954 -3.3677 1.6062
O 0.9540 -0.7525 -4.2293
H 0.5293 -0.1646 -3.5896
H 1.8756 -0.4753 -4.2335
O -3.5641 1.1308 -1.1177
H -3.0455 1.2157 -1.9279
H -3.9113 2.0173 -0.9654
O 0.0609 1.0824 5.4539
H 0.2605 0.9722 4.5138
H 0.8446 1.5031 5.8200
O -4.1615 -1.2914 4.2228
H -4.2437 -0.4769 4.7307
H -4.1736 -1.9872 4.8876
O 4.0408 -1.2631 1.4086
H 4.6005 -0.6035 0.9867
H 3.3237 -1.3991 0.7761
O -4.4589 0.8979 1.7059
H -4.3835 0.6758 0.7685
H -4.6456 0.0538 2.1314
O 5.5474 -0.5788 -5.1409
H 5.7039 -1.4709 -4.8153
H 4.8681 -0.2326 -4.5555
O -2.2588 1.8239 -4.0198
H -1.4917 1.8490 -3.4322
H -1.8780 1.7302 -4.8984
O 4.0786 4.3377 -0.6191
H 3.9178 5.2484 -0.3533
H 3.9162 3.8292 0.1827
O 3.8254 -4.0554 -0.0541
H 3.8596 -3.2944 0.5375
H 2.8899 -4.1631 -0.2547
*
```

---

# 4
A cluster of 2 separate species, C2H5ISi in total in a non-equilibrium geometry. Source: the OMol25 dataset; level of theory: the ωB97M-V functional and the def2-TZVPD basis.

Values from the calculation:
relative energy (zero: lowest compared OMol25 entry of this formula, charge and spin) = 48.91 kcal per mole
HOMO energy = -0.3542 Eh
LUMO = 0.30 eV
HOMO-LUMO gap = 9.9 eV

The geometry in ORCA input format:
```
! wB97M-V def2-TZVPD RIJCOSX def2/J DEFGRID3
* xyz 0 1
Si 0.6811 1.7904 -0.1045
I 2.4953 0.1657 0.2688
H 1.1036 3.3131 -0.2251
H 0.5242 1.5230 -1.5116
H -0.4404 1.1279 0.6684
C -0.8111 -1.9062 0.7640
C -1.4480 -2.1399 -0.2289
H -0.3012 -1.4027 1.5467
H -1.8035 -2.4714 -1.1777
*
```

---

# 5
A cluster of 5 separate species, C21H51NO5 in total in a non-equilibrium geometry. Source: the OMol25 dataset; level of theory: the ωB97M-V functional and the def2-TZVPD basis.

Values from the calculation:
relative energy (zero: lowest compared OMol25 entry of this formula, charge and spin) = 0.43 kcal per mole
HOMO energy = -0.3078 Eh
LUMO = 0.55 eV
HOMO-LUMO gap = 8.9 eV

The geometry in ORCA input format:
```
! wB97M-V def2-TZVPD RIJCOSX def2/J DEFGRID3
* xyz 0 1
C 3.5072 0.1221 -5.3462
C 2.8864 0.5701 -4.0296
C 3.1470 -0.5120 -2.9597
C 3.5899 1.8532 -3.6042
C 2.8229 2.6470 -2.5425
C 1.3690 2.8539 -2.9519
C 0.6159 1.5933 -3.3603
C 0.2512 0.7946 -2.1087
C -0.6240 2.0132 -4.1247
N 1.4789 0.8580 -4.2944
O 0.8440 -0.3160 -4.7764
H 4.6012 0.1428 -5.2501
H 3.2321 -0.8844 -5.6492
H 3.2920 0.8654 -6.1142
H 4.1365 -0.9345 -3.1489
H 3.1103 -0.1448 -1.9345
H 2.4486 -1.3520 -3.0202
H 4.5372 1.5727 -3.1349
H 3.7971 2.4931 -4.4625
H 2.9162 2.1790 -1.5568
H 3.3073 3.6188 -2.4126
H 1.3434 3.6400 -3.7121
H 0.8342 3.3055 -2.1050
H 1.1367 0.4625 -1.5625
H -0.2263 -0.1667 -2.3473
H -0.4192 1.3452 -1.4528
H -0.3274 2.6590 -4.9509
H -1.2939 2.5936 -3.4859
H -1.1501 1.1504 -4.5280
H 0.6295 -0.8540 -4.0010
C 0.8345 3.5012 3.1851
C 1.4075 4.3325 2.0429
C 1.9304 3.5197 0.8916
O 0.4415 5.2348 1.4761
H 1.6516 3.1432 3.8137
H 0.3001 2.6262 2.8077
H 0.1397 4.0677 3.8072
H 2.2253 4.9401 2.4580
H 2.2117 4.2294 0.1137
H 1.1859 2.7863 0.5819
H 2.8511 2.9838 1.1372
H -0.0057 5.6701 2.2073
C -2.7651 -1.9305 -1.8573
C -3.6438 -2.8488 -0.9999
C -3.0420 -4.2335 -0.8271
O -3.8633 -2.2617 0.2772
H -1.7213 -1.8961 -1.5333
H -3.1874 -0.9257 -1.8229
H -2.7594 -2.2591 -2.9020
H -4.6184 -2.8739 -1.4888
H -2.2068 -4.1785 -0.1270
H -2.6468 -4.6381 -1.7625
H -3.8033 -4.9091 -0.4381
H -3.0347 -2.2733 0.7854
C -3.7031 -2.0836 6.6112
C -2.4174 -2.0635 5.8269
C -1.3163 -2.8459 6.5007
O -2.6321 -2.6028 4.5025
H -3.5233 -1.8144 7.6558
H -4.1986 -3.0548 6.5717
H -4.4011 -1.3239 6.2535
H -2.0801 -1.0383 5.6653
H -0.3840 -2.8534 5.9450
H -1.6511 -3.8695 6.7088
H -1.1208 -2.4633 7.5111
H -3.3302 -3.2639 4.5417
C 0.2870 -2.4846 1.0286
C -0.3417 -1.4843 1.9797
C -0.1474 -0.0645 1.4758
O -1.7722 -1.7079 2.0152
H 1.3772 -2.4088 1.0851
H -0.0132 -2.1933 0.0202
H 0.0046 -3.5148 1.2296
H 0.0156 -1.5551 3.0105
H -0.5324 0.6215 2.2299
H -0.6796 0.0976 0.5417
H 0.9229 0.1126 1.3369
H -2.0379 -2.1168 2.8547
*
```

---

# 6
A structure of composition C38H26BrF6MgN8O5S2SeTe. Source: the OMol25 dataset; level of theory: the ωB97M-V functional and the def2-TZVPD basis.

Values from the calculation:
relative energy (zero: lowest compared OMol25 entry of this formula, charge and spin) = 38.61 kcal per mole
HOMO energy = -0.1597 Eh
LUMO = 1.66 eV
HOMO-LUMO gap = 6.0 eV

The geometry in ORCA input format:
```
! wB97M-V def2-TZVPD RIJCOSX def2/J DEFGRID3
* xyz -1 1
Mg 1.5066 0.8085 -2.1357
Br -1.4596 -5.5098 5.1048
C 0.0104 -4.3090 5.0142
C 0.9808 -4.4911 4.0423
C 2.0589 -3.6229 3.9851
C 2.1692 -2.5876 4.9097
C 1.1950 -2.4337 5.8877
C 0.0978 -3.2786 5.9328
N 3.3598 -1.7945 5.0609
N 3.9444 -1.2576 4.1111
C 3.3928 -1.2358 2.7932
C 4.2521 -1.6009 1.7602
C 3.8581 -1.5200 0.4364
C 2.5867 -1.0255 0.1028
O 2.2540 -0.6877 -1.1132
C 1.6883 -0.7828 1.1641
N 0.3848 -0.3380 0.8877
C 0.1015 0.9692 1.4445
C 0.3468 0.8557 2.9347
C 1.2543 0.0017 3.4181
C 2.1069 -0.7625 2.4932
H 0.8937 -5.3003 3.3303
H 2.8164 -3.7539 3.2245
H 1.3132 -1.6490 6.6244
H -0.6666 -3.1512 6.6866
H 5.2547 -1.9223 2.0156
H 4.5494 -1.7395 -0.3674
H -0.9492 1.2144 1.2607
H -0.2124 1.5016 3.6010
H 1.4375 -0.0467 4.4835
Se -3.8873 6.2022 -1.2097
N -2.6094 5.5582 -0.1323
C -1.9541 4.6346 -0.8033
C -0.8567 3.8782 -0.2910
C -0.2134 4.2072 0.9642
C 0.7409 3.4071 1.4435
C 0.9850 2.0753 0.7893
N 0.7427 2.1013 -0.6589
C -0.2434 2.8906 -1.0670
C -0.6861 2.7160 -2.4696
N -0.0361 1.7946 -3.2020
C -0.4155 1.5622 -4.4553
C -1.4686 2.2351 -5.0556
C -2.1455 3.1851 -4.3182
C -1.7564 3.4359 -3.0076
C -2.4295 4.4158 -2.1646
N -3.4336 5.1310 -2.5738
H -0.4713 5.1452 1.4399
H 1.3144 3.6683 2.3242
H 2.0220 1.7665 0.9500
H 0.1373 0.7974 -4.9836
H -1.7455 2.0056 -6.0747
H -2.9786 3.7402 -4.7296
F 2.8274 -3.4913 -5.7405
C 2.4060 -2.2329 -5.6859
F 3.0779 -1.5390 -6.6011
F 1.1085 -2.2080 -6.0040
S 2.6297 -1.5759 -3.9433
O 1.4783 -0.6986 -3.7507
O 2.7372 -2.7703 -3.1838
N 3.9855 -0.7838 -4.0475
S 4.1857 0.7581 -3.8893
O 5.5746 1.0669 -3.9179
O 3.4029 1.3557 -2.8122
C 3.5070 1.6624 -5.3942
F 4.4264 1.7052 -6.3506
F 3.1965 2.9118 -5.0466
F 2.4081 1.0960 -5.8978
C -6.1540 -1.0859 2.5412
C -4.8563 -1.0921 1.7781
C -3.7667 -1.8306 2.2217
C -2.5583 -1.8369 1.5353
C -1.4120 -2.6306 2.1007
C -2.4375 -1.0821 0.3562
Te -0.5855 -1.1355 -0.6845
C -3.5189 -0.3140 -0.0959
C -3.4707 0.5513 -1.3298
C -4.7116 -0.3384 0.6249
H -6.1237 -1.7881 3.3737
H -6.9905 -1.3591 1.8955
H -6.3635 -0.0933 2.9449
H -3.8527 -2.4115 3.1345
H -1.6857 -3.0479 3.0682
H -0.5295 -2.0023 2.2310
H -1.1333 -3.4511 1.4359
H -2.4464 0.7662 -1.6248
H -3.9852 1.4976 -1.1511
H -3.9629 0.0600 -2.1733
H -5.5444 0.2644 0.2747
*
```

---

- Number 6 is which compound?
  C38H26BrF6MgN8O5S2SeTe

---

What did the first record say?
A cluster of 2 separate species, C15H16BNO in total in a non-equilibrium geometry. Source: the OMol25 dataset; level of theory: the ωB97M-V functional and the def2-TZVPD basis.

Values from the calculation:
relative energy (zero: lowest compared OMol25 entry of this formula, charge and spin) = 0.00 kcal per mole
HOMO energy = -0.2967 Eh
LUMO = -1.35 eV
HOMO-LUMO gap = 6.7 eV

The geometry in ORCA input format:
```
! wB97M-V def2-TZVPD RIJCOSX def2/J DEFGRID3
* xyz 0 1
C 5.0174 -1.1425 7.1683
O 4.4853 0.1749 6.9619
C 3.1495 0.4138 7.1242
C 2.7157 1.7274 6.8011
C 1.3621 1.9701 6.6493
C 0.3582 1.0194 6.9699
C -1.0986 1.4260 6.7850
C -2.3781 0.5686 7.0655
C -3.5901 1.2924 7.0601
C -4.8235 0.7187 7.3691
C -4.9092 -0.6547 7.6121
C -3.7448 -1.4258 7.5350
C -2.5127 -0.8367 7.1424
C 0.7979 -0.2776 7.2726
C 2.1644 -0.5868 7.3864
H 6.0906 -1.0216 7.0771
H 4.7739 -1.5110 8.1625
H 4.6639 -1.8316 6.4032
H 3.4770 2.4649 6.5300
H 1.0840 2.9620 6.2910
H -1.2406 2.4434 7.2197
H -1.1201 1.6596 5.6882
H -3.5769 2.3494 6.7811
H -5.7322 1.3144 7.2754
H -5.8818 -1.1391 7.6938
H -3.8155 -2.5207 7.6144
H -1.6991 -1.5218 6.8530
H 0.0862 -1.0900 7.4539
H 2.4847 -1.6326 7.5509
B -1.2716 0.0570 2.2983
C 0.2454 0.3455 2.2404
N 1.4098 0.5348 2.0391
H -1.6979 -0.9430 2.7654
H -2.0494 0.9528 2.2185
*
```